No. 1
DFT (ωB97M-V/def2-TZVPD) results for C20H46CrN5O23 as an isolated structure.

Values from the calculation:
E, eV: -104428.746
Gap between HOMO and LUMO (spin up / spin down), eV: 7.54 / 7.77
Highest occupied orbital energy (spin up / spin down), eV: -11.2 / -11.4

```
! RIJCOSX wB97M-V def2-TZVPD def2/J DEFGRID3
* xyz 1 5
Cr -1.5036 2.8749 0.5183
C 2.0348 1.4430 -1.5007
C 0.6784 0.8387 -1.2129
C 0.8916 -0.4766 -0.4348
O -0.1212 1.6762 -0.4415
H 2.8034 0.6677 -1.5709
H 2.4865 2.1807 -0.8376
H 2.0334 1.8951 -2.4948
H 0.2314 0.5742 -2.1771
H 1.6351 -0.3300 0.3531
H 1.3792 -1.1775 -1.1170
H 0.0177 -0.9344 0.0267
C -1.3855 4.3157 4.6070
O -0.0050 4.3350 4.2799
C 0.3715 3.6845 3.2208
O -0.3834 3.0605 2.4664
O 1.7009 3.6981 3.1862
C 2.3247 2.7358 2.3118
H -1.7751 3.3006 4.6752
H -1.9301 4.7538 3.7653
H -1.6549 4.9629 5.4370
H 2.4064 3.0609 1.2761
H 1.7722 1.7959 2.3362
H 3.3220 2.4632 2.6521
C -1.3336 -0.6357 2.8921
O -2.7048 -0.2369 3.2142
C -3.1466 0.9206 2.7077
O -2.6321 1.5349 1.7835
O -4.0425 1.4148 3.5459
C -4.6364 2.6900 3.2037
H -1.2292 -1.0715 1.9017
H -1.1189 -1.3121 3.7160
H -0.7059 0.2524 2.9652
H -3.8220 3.4131 3.1301
H -5.2771 2.9371 4.0452
H -5.1239 2.7614 2.2327
C -2.8205 0.6225 -2.9627
O -3.8400 1.5754 -2.7705
C -3.8713 2.3715 -1.7952
O -2.9439 2.4591 -1.0014
O -5.0360 3.0347 -1.7805
C -5.3935 3.8011 -0.6855
H -1.9958 1.1558 -3.4359
H -3.1485 -0.2028 -3.5910
H -2.4428 0.1407 -2.0596
H -4.7061 4.5831 -0.3596
H -5.6223 3.1434 0.1574
H -6.3459 4.3022 -0.8552
C 2.1170 -3.3952 5.1002
O 1.1572 -3.7739 4.1456
C 1.4860 -3.6961 2.8378
O 2.5136 -3.3400 2.3180
O 0.3198 -3.9455 2.1511
C 0.4267 -3.9178 0.7303
H 2.2600 -4.1286 5.8983
H 1.7116 -2.6027 5.7336
H 3.1336 -3.1565 4.7931
H 0.6434 -4.9143 0.3414
H 1.2320 -3.2186 0.5128
H -0.5222 -3.6995 0.2414
C -0.7695 -3.3947 -2.9528
N 0.5176 -4.0259 -2.5916
O 1.5139 -3.3119 -2.5947
O 0.5568 -5.2258 -2.3059
H -0.7741 -2.3328 -2.7264
H -1.4516 -3.9446 -2.3072
H -0.7905 -3.6369 -4.0148
C -4.5593 -2.3274 0.9220
N -3.6178 -2.3531 -0.2284
O -3.9734 -2.8865 -1.2796
O -2.4923 -1.9464 0.0143
H -5.0631 -1.3625 0.8513
H -4.0601 -2.3975 1.8838
H -5.3020 -3.0977 0.7272
C 4.2539 -3.0848 -0.6297
N 5.5525 -2.3725 -0.4319
O 6.2340 -2.7074 0.5055
O 5.7967 -1.5137 -1.2612
H 3.5056 -2.3032 -0.5013
H 4.0569 -3.8862 0.0763
H 4.2547 -3.4096 -1.6678
C 1.4677 0.5550 -4.9952
N 1.3623 -0.7200 -5.7310
O 0.4541 -1.4750 -5.4087
O 2.1642 -1.0053 -6.6042
H 0.5545 0.5777 -4.4051
H 1.5200 1.2808 -5.8030
H 2.2760 0.4542 -4.2744
C 5.6197 1.4923 -2.7910
N 4.8613 2.7536 -3.0787
O 5.1824 3.7129 -2.3718
O 4.0410 2.8195 -3.9674
H 6.1128 1.4056 -3.7594
H 4.8239 0.7623 -2.6621
H 6.3018 1.6426 -1.9623
*
```

***

No. 2
DFT (ωB97M-V/def2-TZVPD) results for C39H59CuN4P2Si as an isolated structure.

Values from the calculation:
E, eV: -118458.568
ΔE to the lowest compared entry with this formula, charge and spin, kcal per mole: 0.0
Gap between HOMO and LUMO, eV: 6.23
Highest occupied orbital energy, eV: -5.9

```
! RIJCOSX wB97M-V def2-TZVPD def2/J DEFGRID3
* xyz 0 1
Cu 0.1184 0.2174 0.5732
C 3.6445 -0.4496 -0.8648
Si 1.8102 0.0496 -0.9204
C 1.0771 -0.9799 -2.3661
C 1.6514 -0.8815 -3.6394
C 1.1560 -1.5791 -4.7267
C 0.0501 -2.4065 -4.5661
C -0.5416 -2.5178 -3.3209
C -0.0547 -1.8014 -2.2225
P -0.8613 -1.9460 -0.5710
C -0.7717 -3.7726 -0.3324
C -1.4840 -4.2264 0.9410
C -1.4752 -5.7594 1.0598
C -0.2126 -6.3799 0.4435
C 0.9630 -5.4199 0.5762
C 0.7232 -4.1604 -0.2682
C -2.6481 -1.5482 -0.9170
C -3.4847 -2.5228 -1.7700
C -4.9864 -2.4203 -1.4645
C -5.3745 -0.9699 -1.2045
C -4.6928 -0.4481 0.0714
C -3.3948 -1.2049 0.3795
C 1.8561 1.8214 -1.6740
C 3.0009 2.3693 -2.2604
C 3.0199 3.6521 -2.7865
C 1.8718 4.4293 -2.7508
C 0.7247 3.9177 -2.1643
C 0.7084 2.6359 -1.6113
P -0.7926 1.9680 -0.7736
C -1.1641 3.1509 0.6052
C -2.3994 2.6430 1.3811
C -3.6568 3.3932 0.9579
C -3.5536 4.8829 1.3353
C -2.0923 5.3418 1.4284
C -1.2470 4.6707 0.3494
C -2.0938 2.0378 -2.0998
C -1.5884 1.2005 -3.2987
C -2.4518 1.4021 -4.5558
C -3.8840 1.7688 -4.1923
C -3.9196 3.1078 -3.4402
C -2.6269 3.3646 -2.6470
H 4.1493 -0.3687 -1.8326
H 3.7250 -1.4943 -0.5505
H 4.1916 0.1566 -0.1407
H 2.5149 -0.2384 -3.7804
H 1.6334 -1.4900 -5.6951
H -0.3531 -2.9545 -5.4088
H -1.4131 -3.1540 -3.2139
H -1.2320 -4.2843 -1.1853
H -2.5143 -3.8682 0.9631
H -0.9850 -3.7693 1.8032
H -2.3615 -6.1687 0.5691
H -1.5494 -6.0394 2.1140
H -0.3760 -6.5854 -0.6185
H 0.0055 -7.3405 0.9136
H 1.8963 -5.8975 0.2717
H 1.0826 -5.1501 1.6322
H 1.0943 -4.3132 -1.2834
H 1.3034 -3.3255 0.1436
H -2.5496 -0.5992 -1.4564
H -3.1578 -3.5551 -1.6150
H -3.3244 -2.2994 -2.8281
H -5.2355 -3.0246 -0.5865
H -5.5598 -2.8351 -2.2961
H -6.4579 -0.8607 -1.1301
H -5.0636 -0.3702 -2.0652
H -5.3728 -0.5385 0.9221
H -4.4728 0.6188 -0.0377
H -3.6227 -2.1210 0.9319
H -2.7614 -0.6033 1.0306
H 3.9088 1.7791 -2.3067
H 3.9282 4.0447 -3.2280
H 1.8687 5.4279 -3.1693
H -0.1645 4.5321 -2.1395
H -0.2806 2.9786 1.2325
H -2.2412 2.7874 2.4532
H -2.5177 1.5643 1.2414
H -4.5414 2.9446 1.4146
H -3.7866 3.2874 -0.1227
H -4.0546 5.0629 2.2890
H -4.0786 5.4877 0.5911
H -1.6819 5.0902 2.4107
H -2.0310 6.4282 1.3385
H -0.2407 5.0906 0.3285
H -1.6889 4.8957 -0.6221
H -2.9457 1.5065 -1.6484
H -1.5510 0.1455 -3.0297
H -0.5590 1.4855 -3.5289
H -2.4199 0.4984 -5.1675
H -2.0291 2.2032 -5.1700
H -4.3050 0.9770 -3.5666
H -4.5122 1.8197 -5.0835
H -4.7715 3.1207 -2.7539
H -4.0755 3.9288 -4.1443
H -2.8359 4.0902 -1.8640
H -1.8712 3.8066 -3.3005
N 0.8402 -4.0832 4.2999
C 0.6489 -2.9527 3.5935
N 1.5856 -2.5974 2.6873
N -0.4514 -2.2553 3.8340
C -0.5145 -1.1961 3.0582
N -0.4754 -0.2611 2.3807
H 1.7230 -4.5588 4.2960
H 0.1921 -4.2708 5.0442
H 2.2590 -3.2765 2.3764
H 1.3430 -1.8761 2.0098
*
```

***

No. 3
DFT (ωB97M-V/def2-TZVPD) results for a 8-piece molecular cluster, C59H70ClF6N2O5S overall.

Values from the calculation:
E, eV: -115188.925
Gap between HOMO and LUMO, eV: 7.92
Highest occupied orbital energy, eV: -10.4

```
! RIJCOSX wB97M-V def2-TZVPD def2/J DEFGRID3
* xyz 1 1
C 0.1554 5.1921 1.3364
C 1.4528 4.8370 0.6320
O 1.3038 4.8635 -0.8089
N 1.2319 3.6392 -1.5349
C -0.1624 3.0829 -1.3307
C -0.5747 1.9691 -2.2858
C -1.4249 0.9390 -1.5572
F -1.7944 -0.0127 -2.4698
C 2.3931 2.6738 -1.2181
C 2.0506 1.3678 -0.4950
C 1.6482 1.3584 0.9849
O 1.0734 0.0998 1.2769
C 1.8650 -1.0288 1.1862
O 1.4876 -1.9202 0.5171
C 3.1671 -0.9933 1.9495
C 3.3724 -2.2697 2.7762
C 3.0664 2.3540 -2.5649
C 4.5661 2.6027 -2.5345
N 5.1611 2.2893 -3.8302
C 2.3822 3.1782 -3.6653
Cl 1.5879 2.1865 -4.9016
C 1.4112 4.1337 -2.9574
S 2.2226 5.7914 -3.1406
O 3.3804 5.8472 -2.3132
O 2.2654 5.9161 -4.5574
C 1.0608 7.1827 -2.5972
F 1.1776 7.4134 -1.2993
F 1.5372 8.2186 -3.2650
C -0.4432 7.0047 -2.9442
F -1.0500 8.1771 -2.9940
F -0.5917 6.3634 -4.1132
F -1.0212 6.2444 -1.9892
H 0.3838 5.7813 2.2245
H -0.5023 5.7519 0.6729
H -0.3827 4.2988 1.6667
H 2.2434 5.5643 0.8253
H 1.8495 3.8810 0.9533
H -0.2083 2.7656 -0.2931
H -0.8036 3.9540 -1.4358
H -1.1552 2.3691 -3.1196
H 0.2801 1.4563 -2.7271
H -0.8634 0.4363 -0.7648
H -2.3374 1.3739 -1.1440
H 3.0978 3.2381 -0.6029
H 2.9833 0.7964 -0.5686
H 1.3193 0.7920 -1.0615
H 0.8613 2.0681 1.2287
H 2.5046 1.5928 1.6289
H 3.1889 -0.1210 2.6034
H 3.9635 -0.8858 1.2040
H 2.8915 -2.1626 3.7482
H 2.9622 -3.1334 2.2548
H 4.4324 -2.4493 2.9520
H 2.8764 1.2982 -2.7854
H 4.9966 2.0144 -1.7142
H 4.7371 3.6640 -2.3197
H 4.6082 1.6155 -4.3507
H 6.0738 1.8658 -3.7207
H 3.1284 3.7591 -4.2058
H 0.4510 4.2086 -3.4609
C -5.4719 -2.6264 -5.6896
C -4.9103 -3.7384 -5.0789
C -3.9128 -3.5762 -4.1266
C -3.4736 -2.3047 -3.7861
C -4.0337 -1.1923 -4.4004
C -5.0318 -1.3534 -5.3521
H -6.2559 -2.7501 -6.4256
H -5.2492 -4.7315 -5.3452
H -3.4683 -4.4440 -3.6561
H -2.6955 -2.1863 -3.0450
H -3.6933 -0.1990 -4.1394
H -5.4731 -0.4871 -5.8285
C -8.6682 -3.2523 -3.3011
C -9.9144 -3.5228 -2.7530
C -10.5567 -2.5631 -1.9829
C -9.9539 -1.3324 -1.7625
C -8.7078 -1.0627 -2.3116
C -8.0641 -2.0225 -3.0807
H -8.1645 -4.0001 -3.9009
H -10.3860 -4.4815 -2.9262
H -11.5279 -2.7745 -1.5544
H -10.4567 -0.5838 -1.1638
H -8.2388 -0.1016 -2.1417
H -7.0907 -1.8166 -3.5070
C 4.4237 -4.4378 7.9952
C 5.4451 -4.5210 7.0577
C 5.6620 -3.4739 6.1721
C 4.8408 -2.3561 6.2134
C 3.8194 -2.2728 7.1500
C 3.6167 -3.3094 8.0495
H 4.2680 -5.2487 8.6954
H 6.0812 -5.3959 7.0271
H 6.4655 -3.5338 5.4491
H 5.0044 -1.5348 5.5260
H 3.1906 -1.3921 7.1928
H 2.8308 -3.2386 8.7901
C -0.7788 -5.9124 -0.0276
C 0.0483 -5.0440 0.6726
C 0.6753 -5.4784 1.8328
C 0.4811 -6.7762 2.2874
C -0.3523 -7.6385 1.5890
C -0.9849 -7.2051 0.4326
H -1.2622 -5.5807 -0.9379
H 0.2218 -4.0431 0.3010
H 1.3262 -4.8071 2.3821
H 0.9756 -7.1182 3.1863
H -0.5053 -8.6489 1.9454
H -1.6328 -7.8780 -0.1143
C 0.4741 -4.7605 7.4101
C -0.7714 -4.2979 7.0059
C -1.8651 -4.4215 7.8519
C -1.7139 -5.0052 9.1020
C -0.4687 -5.4655 9.5074
C 0.6245 -5.3428 8.6612
H 1.3313 -4.6665 6.7539
H -0.8927 -3.8447 6.0306
H -2.8370 -4.0658 7.5348
H -2.5671 -5.1027 9.7608
H -0.3511 -5.9213 10.4820
H 1.5952 -5.7057 8.9755
C 1.6578 9.6098 4.5361
C 0.5796 9.3392 3.7048
C 0.8004 8.8655 2.4190
C 2.0968 8.6596 1.9668
C 3.1751 8.9284 2.7990
C 2.9542 9.4053 4.0837
H 1.4876 9.9845 5.5368
H -0.4305 9.5019 4.0574
H -0.0408 8.6643 1.7662
H 2.2708 8.2970 0.9596
H 4.1863 8.7738 2.4451
H 3.7933 9.6228 4.7312
C 0.6288 -4.3769 -7.9851
C -0.6339 -4.7096 -7.5134
C -1.3516 -3.8013 -6.7478
C -0.8079 -2.5574 -6.4567
C 0.4537 -2.2244 -6.9303
C 1.1733 -3.1340 -7.6935
H 1.1878 -5.0854 -8.5825
H -1.0589 -5.6779 -7.7441
H -2.3364 -4.0539 -6.3790
H -1.3761 -1.8520 -5.8629
H 0.8769 -1.2515 -6.7104
H 2.1566 -2.8742 -8.0644
*
```

***

No. 4
DFT (ωB97M-V/def2-TZVPD) results for a 2-piece molecular cluster, C10H12ClN2O overall.

Values from the calculation:
E, eV: -28104.862
ΔE to the lowest compared entry with this formula, charge and spin, kcal per mole: 31.7
Gap between HOMO and LUMO, eV: 8.50
Highest occupied orbital energy, eV: -12.3

```
! RIJCOSX wB97M-V def2-TZVPD def2/J DEFGRID3
* xyz 1 1
C -0.3803 0.9024 -1.1034
C -1.7623 1.0054 -1.1442
C -1.9432 -0.9510 0.2274
C 0.1307 -0.1389 -0.3852
C -2.5539 0.0887 -0.4572
C -0.5512 -1.1053 0.2902
C 3.5282 1.6457 0.4249
C 2.2177 -0.0477 -0.2328
C -4.0391 0.2575 -0.4304
C 0.0508 -2.2449 1.0385
N 3.5007 0.7807 1.3994
N 2.7129 1.2686 -0.5383
O 2.5920 -0.2328 1.0986
Cl 2.9846 -1.2518 -1.3314
H 0.2343 1.6166 -1.6232
H -2.2189 1.8086 -1.7002
H -2.5501 -1.6757 0.7503
H 4.1256 2.5410 0.4268
H -4.3145 0.8835 0.4175
H -4.3881 0.7501 -1.3339
H -4.5459 -0.6956 -0.3217
H 1.1284 -2.2772 0.9099
H -0.1768 -2.1596 2.0990
H -0.3787 -3.1807 0.6818
H 3.9797 0.7224 2.2872
H 2.6173 1.6900 -1.4494
*
```

***

No. 5
DFT (ωB97M-V/def2-TZVPD) results for a 7-piece molecular cluster, C33H57NO14 overall.

Values from the calculation:
E, eV: -65300.451
Gap between HOMO and LUMO, eV: 9.19
Highest occupied orbital energy, eV: -8.7

```
! RIJCOSX wB97M-V def2-TZVPD def2/J DEFGRID3
* xyz 0 1
C 6.5154 -0.1407 0.4410
C 6.1202 1.3812 0.2850
O 4.7052 1.4354 0.2353
C 4.2208 2.6268 -0.3530
C 3.1657 2.2474 -1.4432
N 1.8357 1.9293 -0.9033
C 1.7824 0.6011 -0.2726
C 2.1099 -0.5946 -1.2367
C 0.3071 0.4384 0.2827
C 0.2709 0.4428 1.8637
O 3.7753 3.6064 0.5514
C 3.1291 3.0730 1.6942
H 6.9586 -0.4695 -0.5231
H 7.3195 -0.2398 1.1890
H 5.6405 -0.7816 0.6240
H 6.6219 1.7367 -0.6315
H 6.5088 1.8745 1.2024
H 5.0607 3.0908 -0.9165
H 3.0459 3.1700 -2.0544
H 3.5712 1.4845 -2.1446
H 1.2262 1.8627 -1.7161
H 2.4386 0.4927 0.6081
H 1.6123 -1.4965 -0.8251
H 3.2045 -0.7675 -1.2010
H 1.7472 -0.4234 -2.2649
H -0.1475 -0.5091 -0.0535
H -0.3373 1.2755 -0.0482
H 1.2133 0.8278 2.3008
H -0.5416 1.1224 2.1828
H 0.1364 -0.5780 2.2627
H 2.8868 3.9449 2.3393
H 3.7823 2.4272 2.3140
H 2.1599 2.5914 1.4735
O -2.6531 -1.5412 -0.0595
C -2.1938 -2.5054 0.4893
C -1.7872 -3.7916 -0.1838
C -1.6717 -4.7472 0.9957
C -1.2876 -3.8159 2.1263
O -1.9303 -2.5646 1.8170
H -0.8290 -3.6409 -0.6864
H -2.5432 -4.1125 -0.8963
H -0.9551 -5.5538 0.8422
H -2.6397 -5.1943 1.1970
H -0.2073 -3.6491 2.1807
H -1.6369 -4.1745 3.0907
O 7.6308 0.8223 -3.7833
C 8.1062 1.8860 -3.5180
C 9.5717 2.2426 -3.5739
C 9.6218 3.5344 -2.7742
C 8.2400 4.1097 -3.0103
O 7.3730 2.9715 -3.1533
H 9.8581 2.3958 -4.6159
H 10.1789 1.4620 -3.1224
H 10.4246 4.2079 -3.0717
H 9.7515 3.3050 -1.7137
H 8.1877 4.7029 -3.9268
H 7.9001 4.7212 -2.1754
O -3.0752 -2.3983 -3.6193
C -3.9898 -1.6268 -3.6029
C -4.1964 -0.5013 -2.6199
C -5.6599 -0.1482 -2.8398
C -5.8659 -0.5218 -4.2944
O -4.9866 -1.6330 -4.5258
H -3.5338 0.3259 -2.8825
H -4.0077 -0.8334 -1.6015
H -5.9004 0.8926 -2.6245
H -6.2883 -0.7765 -2.2038
H -5.5896 0.2881 -4.9752
H -6.8919 -0.8218 -4.5034
O -3.6496 -5.3862 3.0566
C -4.5653 -4.6126 3.0385
C -4.7888 -3.4670 3.9936
C -6.2454 -3.1124 3.7369
C -6.4188 -3.5141 2.2858
O -5.5365 -4.6347 2.0963
H -4.1154 -2.6491 3.7267
H -4.6195 -3.7796 5.0213
H -6.4865 -2.0674 3.9250
H -6.8902 -3.7252 4.3718
H -6.1243 -2.7189 1.5967
H -7.4413 -3.8139 2.0604
O -10.4976 -3.2371 2.1901
C -10.4542 -4.4064 1.9416
C -10.3451 -5.5255 2.9490
C -9.9347 -6.7038 2.0788
C -10.5611 -6.3483 0.7448
O -10.5368 -4.9129 0.6873
H -11.3212 -5.6796 3.4125
H -9.5962 -5.2980 3.7042
H -10.2582 -7.6708 2.4622
H -8.8464 -6.7277 1.9824
H -11.5997 -6.6813 0.6708
H -10.0012 -6.7547 -0.0959
O 6.2237 9.5284 -1.4830
C 5.6485 8.7160 -0.8198
C 6.1825 8.0272 0.4133
C 5.2175 6.8633 0.5736
C 3.9434 7.4147 -0.0310
O 4.3780 8.3121 -1.0675
H 6.1321 8.7201 1.2554
H 7.2051 7.6916 0.2585
H 5.0960 6.5309 1.6036
H 5.5671 6.0116 -0.0142
H 3.3499 7.9804 0.6924
H 3.3203 6.6328 -0.4620
*
```

***

Look up the E of the fifth one. -65300.451 eV